No. 1
69
Properties=species:S:1:pos:R:3:forces:R:3:lowdin_spin:R:1 method="wB97M-V/def2-TZVPD" e_tot_ha=-2821.766357 lumo_energy_ev="-1.67 / -1.68" e_homo_ha="-0.291 / -0.292" max_force_ha_per_bohr=0.0366 e_above_lowest_kcal_mol=31.5 multiplicity=2
Tc 0.846252 0.319789 0.137775 1.81 0.19 0.49 0.767
S 3.230665 -0.245448 0.637680 -0.96 0.20 -0.47 0.041
C 4.098433 0.921450 -0.314332 -0.13 -0.21 0.13 0.012
C 5.446930 0.618868 -0.671997 0.06 0.03 -0.06 0.000
N 6.540364 0.371435 -0.928604 -0.01 -0.02 0.01 0.002
C 3.489957 2.080402 -0.639525 0.00 0.04 0.17 0.006
S 1.883756 2.391532 -0.050791 -0.22 -0.16 -0.37 0.079
C 4.112053 3.086338 -1.439030 0.10 0.02 0.01 0.000
N 4.601507 3.891695 -2.098461 -0.03 0.03 0.03 -0.003
C 6.164708 2.217865 2.839107 -0.01 0.00 -0.02 0.000
O 5.925317 1.703629 4.141050 0.02 0.02 0.00 0.000
C 4.741569 1.993782 4.724077 -0.01 -0.01 -0.01 0.000
C 3.746886 2.775033 4.138460 -0.04 0.00 0.00 0.001
C 2.547953 2.981924 4.805474 0.08 0.02 0.01 0.000
C 2.331778 2.419372 6.058205 0.04 0.03 -0.01 0.000
C 3.360983 1.705255 6.668015 -0.01 -0.01 0.00 0.000
C 4.545837 1.471885 6.003154 -0.01 -0.01 0.00 0.000
N 1.141347 2.564733 6.847855 -0.07 0.06 -0.01 0.000
N -0.000799 2.515431 6.365156 0.01 -0.07 0.01 0.001
C -0.196765 2.215237 4.975542 0.02 -0.03 0.03 0.001
C -0.924157 3.085618 4.212588 0.03 0.05 0.01 -0.001
C -1.049935 2.925306 2.818816 -0.01 0.01 -0.03 0.003
C -0.438161 1.866516 2.194070 -0.11 -0.10 0.01 0.000
O -0.456559 1.659888 0.883627 0.11 -0.13 -0.20 -0.002
C 0.239664 0.909478 2.992050 -0.07 -0.10 0.08 0.001
N 0.787019 -0.136820 2.311330 -0.23 -0.01 -0.24 0.004
C 1.325072 -1.123713 2.995688 0.10 0.06 0.02 0.005
C 1.378742 -1.126506 4.395894 -0.01 0.00 0.00 0.001
C 0.907051 -0.044287 5.088862 0.00 -0.02 0.01 0.005
C 0.324193 1.029677 4.387156 -0.09 -0.01 -0.06 0.000
H 7.148861 1.862613 2.549767 -0.01 -0.01 -0.01 0.000
H 6.156253 3.310497 2.837947 0.00 -0.01 0.01 0.000
H 5.421129 1.846529 2.130408 -0.02 -0.01 -0.02 0.000
H 3.881727 3.214434 3.160780 0.01 0.01 0.00 0.000
H 1.790566 3.588495 4.329897 -0.02 0.00 0.00 0.000
H 3.204197 1.321844 7.668631 0.00 0.01 0.00 0.000
H 5.342351 0.897836 6.457039 0.00 0.00 0.00 0.000
H -1.356822 3.954304 4.693005 0.00 -0.01 0.00 0.000
H -1.604327 3.642951 2.229266 0.01 0.00 0.00 0.000
H 1.760445 -1.933042 2.425641 0.00 0.01 0.01 0.000
H 1.819525 -1.970927 4.905630 0.00 0.00 0.00 0.000
H 0.964422 -0.012788 6.169117 0.01 -0.01 -0.01 0.000
C 1.735159 -3.438368 0.117486 0.00 0.00 0.02 0.001
C 1.324419 -2.764449 -1.151564 0.10 0.14 -0.03 0.005
C 1.170965 -3.458977 -2.333970 0.02 0.00 -0.04 0.001
C 0.747384 -2.776058 -3.477166 0.01 -0.05 0.02 0.005
C 0.451115 -1.434327 -3.437337 0.05 0.07 -0.01 0.000
C 0.619602 -0.774682 -2.211104 -0.26 -0.17 0.27 0.008
N 1.093424 -1.441365 -1.128110 -0.33 0.08 0.17 0.007
N 0.329453 0.490621 -1.828305 0.00 0.08 0.03 0.033
Si -0.398054 1.684270 -2.916379 0.01 0.00 0.02 0.006
C 0.688478 1.817682 -4.443991 0.00 0.03 -0.01 0.003
C -0.597905 3.335251 -2.086402 0.02 -0.02 0.03 0.002
C -2.101815 1.046844 -3.363241 0.01 -0.01 -0.01 0.000
H 2.008848 -4.473905 -0.071037 0.00 0.00 0.00 0.000
H 0.908075 -3.430208 0.831332 0.01 0.02 0.00 0.000
H 2.586428 -2.924191 0.563348 0.02 0.00 -0.02 0.001
H 1.386140 -4.516875 -2.364501 -0.01 0.00 -0.01 0.000
H 0.633524 -3.318402 -4.407495 0.00 0.00 0.00 0.000
H 0.096770 -0.903455 -4.307794 0.00 0.01 0.00 0.000
H 1.656046 1.335838 -4.287878 0.00 0.01 0.01 0.000
H 0.886399 2.866220 -4.675715 -0.02 0.00 -0.01 0.000
H 0.226897 1.368672 -5.325942 0.00 -0.01 0.00 0.000
H 0.319967 3.921691 -2.106645 0.00 -0.01 0.01 0.001
H -0.905779 3.222260 -1.046030 -0.02 0.00 -0.01 0.000
H -1.372804 3.893004 -2.619558 0.00 0.00 -0.01 0.000
H -2.082495 0.034758 -3.771450 0.00 0.00 0.00 0.000
H -2.570528 1.696403 -4.106626 0.01 0.00 0.00 0.000
H -2.741583 1.037847 -2.477693 0.00 0.00 0.00 0.000

---

No. 2
73
Properties=species:S:1:pos:R:3:forces:R:3:lowdin_spin:R:1 method="wB97M-V/def2-TZVPD" e_tot_ha=-10064.359206 lumo_energy_ev="-0.20 / -0.67" e_homo_ha="-0.210 / -0.210" max_force_ha_per_bohr=0.0346 e_above_lowest_kcal_mol=1.2 total_charge=-1 multiplicity=2
Ru 0.004179 0.713065 -1.330495 0.27 1.52 -0.87 0.067
O -1.308355 6.509673 2.387045 0.16 0.09 0.02 0.000
C -0.752017 5.518480 2.890732 -0.29 -0.28 -0.05 0.000
O -0.490299 5.213936 4.064880 0.06 0.11 0.00 0.000
C -0.382951 4.419508 1.854861 0.11 0.02 0.06 0.000
C -0.244608 4.715513 0.507496 -0.01 -0.05 -0.08 0.000
C 0.031278 3.708779 -0.399719 0.11 0.10 0.00 0.000
N 0.145477 2.425557 -0.040914 -0.23 -0.21 0.22 0.001
C 0.040850 2.133594 1.272835 0.03 -0.05 0.05 0.000
C -0.200182 3.091711 2.234659 0.10 0.11 0.02 0.000
C 0.075288 0.666195 1.631100 -0.06 0.07 -0.20 0.001
O 0.100135 0.296897 2.787633 -0.03 -0.03 0.03 0.000
O 0.023305 -0.119177 0.596641 0.01 -0.09 -0.16 0.003
H -0.389290 5.734255 0.174285 0.01 0.01 0.02 0.000
H 0.146702 3.928026 -1.451332 -0.06 0.01 0.00 0.000
H -0.259860 2.809247 3.276673 -0.02 0.00 -0.01 0.000
S -0.096096 -1.416117 -2.341556 0.24 -0.21 -0.15 0.095
As 1.774431 -0.812819 -3.314770 -0.19 -0.45 0.08 0.247
S 2.535070 0.225871 -1.433512 -0.10 0.16 -0.23 0.064
S 0.312773 1.996196 -3.168105 -0.74 -0.66 0.94 0.010
S 3.012696 -2.285587 -4.111116 0.06 0.02 0.02 0.460
C -2.897018 -0.145091 -3.355962 0.03 0.00 0.08 0.001
N -2.998621 0.459304 -2.042118 -0.06 0.18 -0.09 0.000
C -2.006080 0.929215 -1.251869 0.14 -0.24 0.01 -0.001
Se -1.322649 2.939895 -4.100868 0.49 -0.28 0.28 0.004
N -2.624536 1.510324 -0.201772 0.01 0.06 0.06 0.000
C -3.996019 1.384334 -0.276834 -0.03 -0.01 0.00 0.000
C -5.024197 1.780537 0.562312 0.01 0.01 -0.01 0.000
C -6.312197 1.468775 0.158601 -0.01 0.01 0.01 0.000
C -6.558706 0.792226 -1.039996 -0.01 0.00 -0.01 0.000
C -5.525308 0.403319 -1.877848 0.02 0.02 -0.01 0.000
C -4.236754 0.713234 -1.468467 -0.02 -0.04 0.04 0.000
H -1.887343 -0.038885 -3.726785 0.02 0.00 0.01 0.000
H -3.581105 0.371631 -4.028881 -0.01 -0.01 -0.01 0.000
H -3.149250 -1.204917 -3.301686 0.01 0.00 -0.01 0.000
H -2.127681 1.924593 0.570349 0.00 0.00 -0.01 0.000
H -4.829368 2.308576 1.486185 0.00 -0.01 0.00 0.000
H -7.146594 1.756839 0.784278 0.00 0.00 0.00 0.000
H -7.579830 0.567623 -1.319278 0.00 0.00 0.00 0.000
H -5.716769 -0.121046 -2.804377 0.00 0.00 0.01 0.000
Ge 2.812141 -1.518563 0.007354 0.13 0.10 0.20 0.009
C 3.586562 -0.565358 1.515933 -0.02 -0.09 -0.06 0.005
C 4.702274 0.256081 1.349472 0.01 0.04 0.01 0.001
C 5.257636 0.920527 2.432410 -0.02 -0.01 -0.01 0.000
C 4.695925 0.776509 3.694772 -0.01 -0.01 -0.01 0.001
C 3.578711 -0.026129 3.868345 0.01 0.02 0.01 0.000
C 3.026547 -0.695262 2.784114 -0.02 -0.01 0.00 0.001
C 4.032986 -2.789789 -0.816104 -0.09 0.02 0.02 0.006
C 5.356335 -2.482971 -1.122825 0.03 0.02 -0.02 0.001
C 6.182320 -3.428347 -1.710859 -0.01 0.01 -0.01 0.001
C 5.692626 -4.695369 -2.000668 -0.01 0.00 0.01 0.001
C 4.377244 -5.014564 -1.697830 0.02 0.01 -0.01 0.006
C 3.553430 -4.064810 -1.108593 0.01 0.00 -0.02 0.012
H 1.525802 -2.241947 0.372833 -0.05 0.02 -0.07 0.001
H 5.130652 0.403949 0.364039 0.00 -0.01 0.01 0.000
H 6.117801 1.562492 2.289098 0.00 0.00 0.00 0.000
H 5.118685 1.306498 4.539072 0.00 0.00 0.00 0.000
H 3.117688 -0.114568 4.843526 0.00 0.00 -0.01 0.000
H 2.127050 -1.281006 2.926074 0.01 -0.01 0.00 0.000
H 5.750850 -1.495052 -0.916151 -0.01 0.00 0.02 0.000
H 7.207249 -3.174219 -1.950641 0.00 0.00 0.00 0.000
H 6.336086 -5.431611 -2.466181 0.00 0.00 0.00 0.000
H 3.988532 -5.998386 -1.928947 0.00 0.00 0.00 0.000
H 2.520731 -4.315643 -0.892150 0.00 0.00 0.01 0.000
C -4.334217 -2.771975 0.967201 -0.02 0.01 -0.01 0.000
C -2.881567 -2.769843 0.534819 0.12 -0.04 0.00 0.000
O -2.431858 -1.434398 0.427918 -0.21 0.16 0.02 0.002
H -4.714486 -3.791291 1.064942 0.01 0.00 -0.02 0.000
H -4.945297 -2.242394 0.233023 0.01 0.01 0.01 0.000
H -4.442259 -2.262050 1.925187 0.00 -0.02 0.00 0.000
H -2.780985 -3.261982 -0.440921 0.01 -0.03 0.01 0.000
H -2.267940 -3.334929 1.243242 -0.02 0.02 0.04 0.000
H -1.555791 -1.296911 0.816210 0.10 -0.09 -0.19 0.000

---

No. 3
70
Properties=species:S:1:pos:R:3:forces:R:3:mulliken_charge:R:1 method="wB97M-V/def2-TZVPD" e_tot_ha=-2061.617836 lumo_energy_ev=-5.46 e_homo_ha=-0.450 max_force_ha_per_bohr=0.0601 e_above_lowest_kcal_mol=0.0 total_charge=+2
Au 0.468059 3.795618 0.428787 1.57 -0.88 0.58 1.093
O -5.153325 3.168550 1.043248 0.06 0.07 0.10 -0.506
C -5.023970 2.038613 0.313824 0.10 -0.14 -0.16 1.273
C -6.110694 1.180638 0.136704 0.11 0.05 -0.01 -0.795
C -5.999269 0.058824 -0.659754 -0.04 -0.02 0.01 -0.462
C -4.803888 -0.232850 -1.305819 0.03 -0.04 -0.02 -0.945
C -3.724857 0.608129 -1.130208 -0.05 0.00 0.06 -0.488
C -3.799934 1.737284 -0.310492 -0.10 -0.03 -0.02 0.047
C -2.556845 2.539784 -0.199002 -0.18 -0.85 0.89 0.890
O -1.607492 2.430301 -0.937768 0.68 -0.60 -2.40 -0.637
N -2.434083 3.367405 0.866003 -2.30 -0.50 1.02 -1.514
N -1.468844 4.164315 0.757033 0.38 3.06 0.04 0.633
C -1.669866 5.457680 0.899384 -1.32 -1.12 0.24 -0.409
C -0.579507 6.340704 0.841112 -0.72 1.03 0.34 1.126
C -0.638411 7.703011 1.074084 0.27 0.35 -0.07 -0.953
C 0.533517 8.439280 0.961588 -0.16 -0.19 -0.01 -0.132
C 1.715844 7.783417 0.632694 -0.12 0.01 0.02 -0.781
C 1.688683 6.419491 0.430725 0.52 0.33 -0.10 0.109
N 0.541611 5.744395 0.528006 2.15 0.33 -0.45 -0.198
H -6.046952 3.218808 1.401626 -0.01 -0.01 -0.03 0.350
H -7.051844 1.414442 0.619961 -0.02 0.01 0.01 0.291
H -6.858069 -0.586614 -0.787741 -0.01 0.00 0.00 0.404
H -4.726879 -1.100986 -1.945508 0.00 0.00 -0.01 0.412
H -2.784094 0.417299 -1.629905 0.01 0.02 -0.01 0.508
H -2.675971 5.828770 1.010701 -0.17 -0.25 0.16 0.458
H -1.577396 8.164615 1.337387 -0.04 0.01 0.02 0.409
H 0.524777 9.506522 1.133254 0.00 0.01 0.00 0.451
H 2.651062 8.312925 0.535916 0.01 0.02 0.00 0.437
H 2.574304 5.838827 0.199890 -0.13 0.12 0.01 0.475
C 4.577471 -2.166771 -1.987227 -0.02 0.02 0.02 -1.005
C 4.551752 -1.775430 -0.519262 0.06 -0.06 -0.02 -0.972
N 3.443063 -0.855937 -0.206238 -0.08 0.03 0.02 0.151
C 3.687333 0.450651 -0.168448 -0.02 0.12 0.04 -0.063
C 2.749260 1.434465 0.075036 0.24 -0.06 -0.05 -0.628
C 3.314868 2.833727 0.129146 0.03 -0.30 -0.05 0.589
O 4.488332 2.987945 -0.102644 0.15 0.14 0.01 -0.640
O 2.524976 3.813718 0.472445 -0.56 -0.23 -0.32 -0.801
C 1.423624 1.045781 0.295422 -0.20 -0.03 -0.02 1.795
O 0.422308 1.802648 0.528836 -0.03 -0.31 0.21 -1.049
C 1.136338 -0.373527 0.247760 -0.04 -0.18 0.01 0.948
C -0.175760 -0.820701 0.454968 0.02 0.01 0.01 -0.337
C -0.454049 -2.153998 0.435012 0.11 0.01 -0.02 0.147
F -1.709979 -2.551242 0.685936 -0.08 -0.01 0.02 -0.350
C 0.536139 -3.124475 0.180305 0.10 0.16 -0.02 -1.742
C 1.827672 -2.677578 -0.049530 -0.08 0.07 0.02 -0.522
C 2.147752 -1.312672 0.000232 -0.11 -0.04 0.00 -0.077
N 0.272908 -4.508029 0.140382 0.01 -0.06 0.00 0.240
C 1.036245 -5.392672 1.010272 0.01 -0.03 0.02 -0.664
C 1.417406 -6.641581 0.206036 0.03 0.02 0.02 -0.741
N 0.362248 -6.848624 -0.852957 0.01 -0.01 -0.03 -0.142
C -1.001001 -6.522123 -0.319674 -0.04 -0.02 0.03 -0.761
C -1.081939 -5.008393 -0.074217 -0.07 -0.01 -0.02 -0.686
H 5.414113 -2.837917 -2.174218 0.01 -0.01 0.00 0.378
H 4.705530 -1.285504 -2.614367 0.01 0.01 -0.01 0.349
H 3.658476 -2.665994 -2.293052 -0.02 -0.01 0.00 0.320
H 5.469935 -1.259786 -0.245700 -0.02 0.01 0.00 0.482
H 4.475191 -2.639749 0.139815 -0.01 0.02 0.00 0.417
H 4.710442 0.768668 -0.329029 0.00 -0.01 -0.01 0.552
H -0.963121 -0.107094 0.658636 0.00 -0.01 -0.03 0.531
H 2.584897 -3.406440 -0.296009 0.02 -0.01 0.00 0.713
H 0.451800 -5.669314 1.895807 0.01 0.01 -0.01 0.319
H 1.936660 -4.899022 1.365534 -0.01 -0.01 -0.01 0.500
H 1.451515 -7.539111 0.821118 -0.01 0.01 -0.01 0.375
H 2.367020 -6.526370 -0.313405 -0.01 -0.01 0.01 0.419
H 0.397089 -7.803895 -1.209910 0.00 0.01 0.00 0.341
H 0.562056 -6.218602 -1.632183 -0.01 -0.02 0.00 0.385
H -1.113799 -7.095808 0.598752 0.00 -0.01 -0.02 0.362
H -1.749119 -6.859535 -1.033261 0.02 0.01 0.00 0.395
H -1.751102 -4.844741 0.774677 0.03 -0.01 -0.03 0.407
H -1.510243 -4.504167 -0.940514 0.00 -0.02 0.03 0.518